55
Properties=species:S:1:pos:R:3 method="wB97M-V/def2-TZVPD" total_charge=-2 relative_energy_ev=4.513 total_energy_ev=-66868.72169 homo_energy_ev="2.9 / -1.1" s2=6.089 multiplicity=5 e_lumo_ev="4.86 / 3.19" homo_lumo_gap_ev="1.94 / 4.33"
H -4.166 0.834 0.120
H 2.203 -2.978 10.331
C 0.435 -1.700 2.547
C 2.547 -0.535 3.119
O -1.491 1.120 4.017
C 0.173 -0.470 3.335
C 2.395 -3.209 6.387
H 4.065 -1.796 8.781
C -1.064 0.290 3.232
C 0.235 -2.296 6.098
C 1.646 -2.127 5.811
C -2.211 -2.834 4.222
C -3.390 -3.086 3.542
C -0.772 -1.351 5.680
C 2.015 -2.175 9.629
C -3.250 -0.973 5.358
H -3.507 -3.983 2.915
Fe 1.431 -2.152 7.738
C -4.433 -2.158 3.606
O -1.739 -0.127 2.131
H -0.822 -3.819 7.335
H 2.330 -2.051 1.560
H 3.473 -3.343 6.259
H -0.638 -0.290 5.992
H 1.692 -4.946 7.684
C 1.983 -1.865 2.589
C 3.010 -1.552 8.786
H 2.295 -2.701 3.228
H 2.847 0.012 2.216
H -5.122 -0.304 4.495
C 0.138 -3.458 6.983
H 2.051 -1.329 5.223
C 1.453 -4.035 7.141
H -3.287 -0.285 6.214
H 2.904 0.273 7.465
C 0.763 -1.461 9.456
H -5.298 -2.285 2.963
H -0.115 -2.558 2.978
H -3.475 0.905 2.606
H 0.110 -1.629 1.485
H 3.392 -0.604 3.810
O 1.437 1.188 4.509
C 0.995 -0.386 8.493
C -3.471 0.115 0.567
C 2.386 -0.454 8.080
H -1.349 -3.464 4.000
H -2.708 -0.185 -0.166
C -2.801 0.764 1.752
C 1.372 0.241 3.744
H -4.019 -0.787 0.878
C -2.058 -1.730 5.126
H -2.357 1.740 1.491
H -0.151 -1.650 10.011
C -4.338 -1.071 4.494
H 0.292 0.395 8.220

---

9
Properties=species:S:1:pos:R:3 method="wB97M-V/def2-TZVPD" total_charge=0 relative_energy_ev=1.693 total_energy_ev=-213284.68981 homo_energy_ev=-9.8 e_lumo_ev=0.22 homo_lumo_gap_ev=10.04
Br -1.674 -1.796 0.346
C 0.560 0.306 -0.501
C 1.303 -0.295 0.396
H -1.806 0.089 -1.423
H 0.829 1.328 -0.864
Br -1.996 1.321 0.637
Br 3.119 0.246 0.852
H 0.957 -1.076 0.994
C -1.294 -0.124 -0.437